# 1
The following is a DFT calculation (ωB97M-V with the def2-TZVPD basis set) of the molecule C2H5PS at a distorted geometry.

SMILES = [H]/P=C/SC
orbital gap = 8.46 eV
HOMO level = -8.577 eV
lowest unoccupied orbital energy = -0.118 eV

```
9
C2H5PS (ωB97M-V with the def2-TZVPD basis set)
H 1.69 1.89 -2.42
P 2.00 0.55 -1.91
C 1.08 0.65 -0.52
S 0.50 -1.22 0.30
C -1.15 -0.81 1.12
H 0.43 1.48 -0.15
H -1.73 -0.36 0.26
H -1.33 -0.29 2.04
H -1.49 -1.88 1.27
```

=====

# 2
The following is a DFT calculation (ωB97M-V with the def2-TZVPD basis set) of a structure of composition C2H5PS2 at a distorted geometry.

orbital gap (spin up / spin down) = 7.61 / 7.61 eV
HOMO level (spin up / spin down) = -8.555 / -8.555 eV
lowest unoccupied orbital energy (spin up / spin down) = -0.946 / -0.946 eV

```
10
C2H5PS2 (ωB97M-V with the def2-TZVPD basis set)
C 0.73 0.25 0.16
C -0.57 0.65 -0.50
P 2.00 -1.96 1.46
S 1.72 -1.07 -0.54
S 0.48 -0.67 2.31
H 1.32 1.15 0.53
H -1.35 1.15 0.01
H -1.18 -0.22 -0.87
H -0.37 1.29 -1.32
H 1.06 -2.81 1.10
```

=====

The records above yield ΔE to the lowest compared entry with this formula, charge and spin values of 1.699 1.629 eV, respectively.
The records above yield E values of -818.6354 -1216.8607 hartree, respectively.